109
Properties=species:S:1:pos:R:3:forces:R:3 method="wB97M-V/def2-TZVPD" orbital_gap_ev=8.57 total_charge=+1 homo_energy_ev=-11.3
C 6.18137 1.73531 -1.35321 -0.260 0.089 0.128
C 5.02858 1.65753 -1.67332 0.189 -0.199 -0.012
C 3.62089 1.55134 -2.05604 0.314 0.404 -0.111
C 2.85310 2.79482 -1.59488 -0.121 -0.584 -0.224
N 3.64738 4.05223 -1.53313 0.136 0.811 0.935
C 2.60113 5.04554 -1.03852 0.015 0.210 -0.443
Br 2.99161 6.86033 -1.52940 0.228 -0.143 -0.148
C 1.23365 4.53537 -1.56681 0.431 0.019 0.732
C 0.24499 4.40409 -0.38977 -0.099 0.009 -0.107
O -0.95168 5.10818 -0.66323 -0.163 -0.467 -0.060
C -1.98482 4.23209 -1.03037 0.014 0.314 -0.810
C -2.60948 3.48192 -0.05772 0.257 -0.118 0.308
C -3.58288 2.56216 -0.41811 0.226 0.416 -0.473
C -3.92118 2.44570 -1.76599 -0.464 -0.598 0.331
C -3.30659 3.20746 -2.74000 0.224 0.264 -0.076
C -2.31953 4.10983 -2.38123 0.143 0.225 0.770
C 1.58809 3.23366 -2.33621 -0.058 0.013 -0.339
C 0.56375 2.09082 -2.24353 0.036 -0.408 -0.014
O 0.57393 1.35294 -3.45390 0.129 0.288 0.123
C -0.50833 0.48761 -3.57511 -0.290 -0.376 0.032
C -0.66537 -0.53418 -2.48939 0.216 0.225 0.054
O -1.22028 0.57438 -4.51594 -0.100 0.083 -0.486
C 1.93330 3.61843 -3.79804 0.264 0.059 0.172
C 0.76040 4.17821 -4.58138 0.241 0.192 -0.207
O -0.02958 3.54665 -5.19281 -0.557 -0.298 -0.066
O 0.75423 5.55032 -4.55216 0.243 0.059 0.957
H 7.18763 1.77336 -1.01284 0.131 0.010 -0.076
H 3.53566 1.39307 -3.12970 -0.045 -0.015 -0.052
H 3.19041 0.69135 -1.54817 -0.131 -0.115 -0.121
H 2.54935 2.60426 -0.56337 0.121 0.190 0.157
H 4.38957 4.00399 -0.83208 0.138 -0.247 -0.138
H 4.10606 4.36038 -2.39218 -0.253 -0.233 -0.241
H 2.71532 5.03201 0.03838 -0.304 -0.167 0.130
H 0.84228 5.28196 -2.24527 -0.126 0.053 -0.033
H 0.65639 4.79393 0.54102 0.113 0.183 -0.015
H 0.02762 3.35066 -0.21175 -0.050 -0.029 0.201
H -2.27823 3.62669 0.96266 -0.200 -0.040 0.099
H -4.06716 1.97674 0.34777 -0.133 -0.166 -0.083
H -4.68533 1.73502 -2.04906 -0.053 -0.035 0.000
H -3.57566 3.11759 -3.78066 -0.077 -0.146 -0.077
H -1.80798 4.71943 -3.11155 -0.025 0.037 -0.110
H 0.84295 1.40811 -1.43231 -0.028 0.150 0.262
H -0.44066 2.44987 -2.01808 -0.032 0.154 -0.200
H -1.01521 -1.46979 -2.90739 -0.013 -0.056 -0.125
H 0.28974 -0.70113 -1.99631 -0.056 -0.097 0.213
H -1.41829 -0.19020 -1.77999 0.041 0.067 0.144
H 2.66576 4.42656 -3.76808 0.079 0.047 -0.127
H 2.36875 2.77418 -4.32193 -0.193 -0.091 -0.154
H -0.14181 5.86869 -4.38168 -0.178 0.037 -0.665
C -3.52416 6.19297 3.56585 -0.065 -0.086 -0.109
C -2.41830 5.19593 3.86975 0.030 0.358 0.065
C -1.47911 5.70817 4.94898 0.102 -0.120 -0.016
O -1.68511 4.89635 2.67449 0.111 -0.155 0.075
H -3.09991 7.13225 3.20051 0.023 0.022 0.068
H -4.18638 5.80730 2.79025 -0.009 -0.022 0.021
H -4.11723 6.40745 4.45491 0.009 0.015 0.008
H -2.85687 4.24945 4.18780 0.041 -0.065 -0.079
H -0.99662 6.63447 4.62423 -0.067 0.044 0.013
H -0.69397 4.97949 5.15253 -0.029 -0.022 0.017
H -2.01515 5.90883 5.87648 -0.005 0.019 -0.001
H -1.28958 5.71777 2.36192 -0.088 0.050 -0.031
C -8.37229 1.15587 1.41601 0.059 -0.095 0.066
C -7.11865 1.60603 0.68353 -0.444 0.036 -0.194
C -7.34851 2.87754 -0.11871 0.198 -0.009 0.037
O -6.65124 0.57011 -0.18451 0.261 0.028 0.124
H -9.17192 0.94175 0.70205 -0.015 0.072 -0.014
H -8.18014 0.24263 1.97901 0.022 0.016 0.015
H -8.72516 1.92307 2.10611 -0.012 0.011 -0.014
H -6.31814 1.77134 1.40754 0.069 -0.076 -0.039
H -8.11081 2.71334 -0.88436 -0.046 -0.008 0.034
H -6.41965 3.15293 -0.61795 -0.053 0.118 -0.034
H -7.67007 3.70579 0.51361 -0.009 -0.009 0.014
H -7.34259 0.39729 -0.83258 -0.019 -0.027 0.005
C -1.30177 -5.76385 -1.82920 -0.120 0.080 -0.030
C -0.31479 -5.00236 -2.69860 0.070 -0.200 0.321
C 1.09719 -5.54148 -2.54422 0.111 0.139 -0.079
O -0.34722 -3.60724 -2.37233 0.018 0.017 -0.148
H -1.03123 -5.66804 -0.77401 0.066 -0.054 -0.007
H -2.30814 -5.36302 -1.95121 0.002 -0.013 -0.037
H -1.31628 -6.82370 -2.08402 0.013 -0.008 0.011
H -0.62076 -5.06862 -3.74302 -0.015 0.128 -0.021
H 1.43105 -5.42923 -1.50852 -0.059 -0.107 0.035
H 1.79207 -4.98531 -3.17495 -0.028 -0.021 -0.046
H 1.15117 -6.59630 -2.81380 -0.002 -0.011 0.030
H -0.08380 -3.52418 -1.44878 -0.024 -0.057 0.028
C 4.31707 -6.57657 0.56563 -0.058 -0.051 -0.097
C 3.56248 -5.30922 0.93867 0.175 -0.155 0.247
C 4.46325 -4.31742 1.66156 -0.055 0.117 -0.017
O 2.43167 -5.62712 1.74069 -0.039 0.193 -0.170
H 4.68349 -7.07349 1.46761 0.043 0.053 0.019
H 3.65670 -7.27403 0.04964 -0.008 0.022 -0.022
H 5.16901 -6.35984 -0.08116 0.011 -0.003 0.015
H 3.16397 -4.84452 0.03371 -0.044 0.005 0.000
H 4.83391 -4.75484 2.59183 0.037 -0.049 -0.030
H 3.90604 -3.41583 1.92083 -0.009 -0.001 -0.024
H 5.32006 -4.03507 1.04678 0.012 -0.018 0.010
H 2.75999 -6.04554 2.54737 -0.071 -0.219 0.144
C 2.55980 -9.52844 4.92569 -0.108 0.041 -0.107
C 3.68511 -8.68043 4.35700 -0.018 -0.107 0.334
C 4.93574 -8.75323 5.21761 0.078 0.107 -0.085
O 3.25761 -7.32019 4.22145 0.037 0.151 -0.253
H 2.28314 -9.17431 5.92251 0.063 -0.031 0.034
H 1.67382 -9.46239 4.29432 0.020 -0.016 -0.025
H 2.85522 -10.57491 5.00330 0.011 0.001 0.017
H 3.91815 -9.01536 3.34538 -0.029 0.093 -0.055
H 4.72816 -8.37661 6.22290 -0.038 -0.063 0.021
H 5.73050 -8.13931 4.79300 0.002 -0.024 -0.026
H 5.29621 -9.77842 5.30331 -0.011 -0.007 0.014
H 3.03908 -6.98715 5.09840 -0.010 -0.009 0.017

***

25
Properties=species:S:1:pos:R:3:forces:R:3 method="wB97M-V/def2-TZVPD" orbital_gap_ev="4.79 / 11.38" total_charge=+1 multiplicity=2 homo_energy_ev="-7.4 / -14.3" s_squared=0.75 e_above_lowest_kcal_mol=0.0
Ba -1.75842 -0.40109 -0.96653 -0.002 -0.249 0.053
C 0.82784 -1.58570 1.35300 -0.087 -0.020 0.050
O 0.55764 -1.63438 -0.05496 0.348 -0.483 0.215
H -0.16360 -1.41164 1.77115 0.440 0.471 0.575
H 1.22658 -2.50020 1.79208 -0.250 -0.429 -0.430
H 1.59238 -0.84480 1.58675 -0.447 0.403 0.019
H 1.34666 -1.96524 -0.49038 0.044 0.000 -0.351
C -1.82681 -3.60924 0.81199 -0.276 -0.279 1.968
O -2.73506 -2.67508 0.29390 -0.282 1.655 -1.551
H -1.27154 -3.06159 1.57347 0.473 -0.220 -0.217
H -2.38071 -4.31892 1.42652 0.206 -0.597 -0.500
H -1.15760 -4.04386 0.06945 -0.369 -0.038 -0.022
H -3.67636 -2.82496 0.40831 0.148 -0.642 0.260
C 1.56489 2.31959 1.47305 -0.730 -1.619 0.542
O 1.34288 2.84873 0.18844 1.175 1.619 0.824
C 0.76889 2.29829 -0.80335 -0.778 0.023 -2.254
O 0.30533 1.14325 -0.89564 0.595 2.012 0.085
O 0.79219 3.27213 -1.77182 -0.105 -1.563 1.063
C 0.13855 3.11347 -3.00426 -1.416 0.259 -1.458
H 1.67109 1.24162 1.35139 0.074 -0.004 0.350
H 0.68352 2.52552 2.08041 0.053 -0.013 0.047
H 2.44396 2.72211 1.97636 -0.039 0.316 -0.681
H 0.71503 3.50781 -3.84108 0.776 -0.550 0.340
H -0.73624 3.75623 -3.10279 -0.206 0.244 0.855
H -0.27120 2.12792 -3.22538 0.657 -0.297 0.218

***

Number 1: DFT total energy -128278.911 eV. Number 2: DFT total energy -16335.605 eV.